Entry 1:
C38H79N5O9S9 | the ωB97M-V functional and the def2-TZVPD basis

The geometry in XYZ format:
```
140
Properties=species:S:1:pos:R:3:mulliken_charge:R:1
S -0.295 4.482 2.233 0.576
S 0.192 -5.075 2.871 0.456
S 2.471 4.722 4.305 0.360
S -4.184 -0.371 2.874 0.839
S 6.044 -1.219 -0.865 0.533
S -0.918 4.648 -3.740 0.554
S -1.955 -0.798 6.984 0.466
S -4.183 3.746 -1.932 0.552
S 0.812 -4.326 -4.815 0.488
O -3.554 2.525 -1.208 -0.543
O 0.365 -6.423 2.105 -0.632
O 0.102 4.711 -4.885 -0.675
O 3.960 4.964 4.635 -0.632
O -0.373 -3.810 -5.584 -0.610
O -2.602 -1.896 7.856 -0.688
O 7.243 -0.540 -0.173 -0.634
O -5.375 -0.002 3.745 -0.720
O -0.750 3.395 3.172 -0.513
N 1.900 -7.429 -1.744 0.075
N 1.336 2.243 -5.993 0.104
N -3.879 -1.903 -2.758 0.070
N 3.993 -1.396 5.885 0.026
N -0.934 0.679 -0.419 0.749
C -0.264 -0.159 -1.262 -1.082
C 1.783 0.050 -6.490 0.133
C 2.325 -4.168 -5.912 -0.669
C -1.180 6.384 -3.201 -0.947
C 2.910 -1.823 6.615 -0.955
C -2.058 -1.555 5.306 -0.762
C 1.784 4.102 5.926 -0.706
C -0.867 5.939 3.244 -1.043
C 0.899 -0.486 -0.577 -0.140
C 1.186 -2.983 -3.485 -0.450
C 1.872 -1.023 6.415 -0.632
C -3.380 0.305 6.866 -0.754
C 0.924 0.231 0.619 -1.697
C 1.901 -4.650 3.515 -0.858
C -1.763 4.558 1.088 -0.276
C 3.742 -0.166 5.279 -0.854
C 0.425 0.389 -6.751 -0.715
C 5.051 -0.037 -1.955 -0.804
C -3.999 -0.522 -2.793 -1.041
C 2.343 1.311 -6.092 -1.110
C 3.243 -5.550 -1.497 -0.105
C -4.793 -1.843 1.868 -1.027
C -5.241 3.107 -3.404 -1.064
C 2.373 -6.484 -0.838 -1.055
C 2.494 3.015 3.589 -1.028
C 2.392 0.057 5.670 0.534
C -4.093 1.012 1.580 -0.408
C -2.481 -1.150 -4.396 -0.447
C -0.222 3.917 -2.176 -0.255
C 6.657 -2.230 -2.359 -0.876
C 3.319 -5.982 -2.785 -0.341
C 0.196 1.710 -6.391 -0.513
C -3.226 -0.067 -3.878 0.318
C 2.516 -7.101 -2.908 -0.729
C 0.099 -3.698 1.627 -0.936
C -2.954 -2.263 -3.712 -0.756
C -5.604 4.211 -0.826 -1.126
C -0.299 0.881 0.731 -0.163
H 0.301 -2.757 -2.891 0.081
H -4.678 0.037 -2.166 0.508
H -0.443 6.805 2.737 0.400
H -0.526 1.627 1.478 0.617
H 2.317 -0.880 -6.612 0.365
H -0.300 -0.353 -7.051 0.551
H -3.872 1.964 2.063 0.228
H 2.150 -4.814 -6.772 0.405
H 5.734 -2.389 -2.918 0.201
H 1.723 -1.091 -0.926 0.769
H -3.101 1.059 6.130 0.170
H 3.334 -4.377 -5.557 0.254
H 4.487 0.420 4.761 0.387
H -1.953 5.909 3.329 0.341
H -6.313 3.409 -0.626 0.344
H 2.418 -3.977 2.831 0.252
H 4.888 -1.862 5.924 0.201
H -1.468 6.371 -2.150 0.208
H 3.887 -5.482 -3.556 0.513
H -1.853 3.705 0.416 -0.744
H -3.769 0.720 7.796 0.379
H -4.330 -2.497 -2.077 0.213
H 3.292 2.363 3.944 0.424
H 2.116 -6.527 0.210 0.442
H -1.859 5.497 0.543 0.640
H -6.204 4.869 -1.454 0.428
H -1.377 -2.397 5.182 0.327
H -2.728 4.448 1.584 0.360
H 2.622 3.069 2.508 0.467
H 0.783 3.766 5.655 0.169
H 1.419 3.136 -5.529 0.277
H -0.174 6.803 -3.166 0.375
H 1.712 0.873 5.471 0.449
H 4.674 0.836 -1.423 0.358
H 4.151 -0.580 -2.243 0.157
H 1.835 -4.189 4.501 0.322
H -5.815 -1.711 1.513 0.387
H 2.398 -3.182 -6.371 0.070
H 2.390 -5.611 3.678 0.364
H 2.240 -7.716 -3.752 0.414
H -3.053 -1.954 5.110 0.447
H -6.037 2.437 -3.079 0.329
H -3.256 0.753 0.932 -0.272
H -0.433 5.915 4.244 0.312
H -4.307 -1.978 0.901 0.221
H -5.367 4.646 0.145 0.315
H -0.581 -3.804 0.782 0.451
H 1.573 2.438 3.672 0.234
H 1.060 -3.393 1.213 0.228
H -0.840 3.901 -1.279 -0.275
H 0.881 -1.065 6.840 0.446
H -5.524 4.100 -3.755 0.525
H -4.588 2.518 -4.048 0.205
H -1.702 -1.042 -5.136 0.325
H -1.923 -0.890 4.453 0.129
H 7.097 -3.188 -2.083 0.348
H -2.669 -3.304 -3.739 0.502
H 3.682 -4.656 -1.079 0.574
H 3.402 1.480 -5.964 0.411
H 2.051 -3.252 -2.878 0.238
H -1.925 6.906 -3.801 0.329
H 1.623 4.895 6.656 0.396
H -0.619 -0.613 -2.175 0.390
H -4.179 -0.296 6.432 0.258
H 2.954 -2.681 7.270 0.423
H 0.738 4.386 -1.960 0.566
H -5.024 0.983 1.015 0.399
H 1.540 0.222 1.506 0.637
H 2.376 3.221 6.175 0.290
H 5.679 0.236 -2.804 0.368
H 1.434 -2.162 -4.157 0.235
H -4.653 -2.762 2.437 0.336
H 0.012 2.877 -2.403 0.096
H 7.437 -1.626 -2.822 0.354
H -1.816 1.125 -0.625 -0.012
H 1.264 -8.183 -1.529 0.222
H -0.693 2.291 -6.195 0.483
H -0.129 -2.832 2.248 0.345
H -3.021 0.888 -4.341 0.255
```

The calculation puts the frontier orbital gap at 7.5 eV. The LUMO energy is -0.4 eV. The HOMO energy comes out at -7.887 eV. The value obtained for the total energy is -164068.9937 eV. Its total charge is 0.

---

Entry 2:
C38H85NO18 | the ωB97M-V functional and the def2-TZVPD basis

The geometry in XYZ format:
```
142
Properties=species:S:1:pos:R:3:mulliken_charge:R:1
O -20.591 -1.203 -11.590 -0.371
O -28.305 -11.234 -10.421 -0.499
O -32.131 -9.082 -5.808 -0.289
O -27.053 -6.056 -10.132 -0.455
O -26.726 -7.114 -4.242 -0.203
O -17.969 -2.635 -11.184 -0.301
O -22.907 -1.798 -15.041 -0.415
O -24.635 -2.434 -5.495 -0.213
O -25.419 -0.150 -15.352 -0.227
O -24.619 -4.834 -10.947 0.295
O -27.920 -3.953 -14.991 -0.667
O -23.572 -1.225 -8.365 -0.273
O -20.690 -8.321 -10.056 -0.371
O -29.156 -9.277 -6.730 -0.332
O -28.747 -4.744 -13.159 -0.583
O -26.890 -9.698 -2.401 -0.311
O -27.237 -13.095 -13.056 -0.365
O -22.915 -8.597 -8.040 -0.510
N -28.031 -4.826 -14.109 1.208
C -27.650 -11.879 -13.689 -0.585
C -16.839 -2.905 -10.451 -0.792
C -29.951 -8.207 -6.171 -0.235
C -27.854 -10.119 -9.829 -0.133
C -25.718 -7.859 -3.573 -0.477
C -25.836 -4.150 -11.092 -0.010
C -26.519 0.736 -15.659 -0.762
C -27.855 -9.540 -6.137 -0.342
C -26.997 -6.780 -13.195 0.279
C -27.713 -13.267 -11.694 -0.531
C -24.970 -0.975 -16.401 -0.472
C -24.085 -2.214 -15.745 -0.253
C -25.940 -8.423 -14.659 -0.636
C -26.281 -6.461 -5.398 -1.128
C -27.216 -6.008 -14.314 0.221
C -24.304 -0.444 -9.293 -0.716
C -22.783 -7.638 -9.032 0.037
C -27.147 -6.691 -8.843 0.088
C -26.338 -8.026 -13.333 -0.860
C -27.264 -12.267 -10.639 -0.600
C -21.361 -7.247 -9.338 -0.295
C -19.376 -7.913 -10.401 -0.679
C -26.371 -8.293 -2.268 -0.717
C -33.242 -9.337 -4.990 -0.750
C -24.161 -2.442 -8.025 0.894
C -23.752 -1.381 -4.971 -0.673
C -20.438 -2.639 -11.282 0.025
C -24.264 -9.193 -8.017 -0.541
C -26.909 -6.418 -15.665 -0.745
C -26.822 -4.645 -10.017 -0.271
C -26.219 -7.657 -15.823 -0.684
C -23.195 -0.959 -13.916 -0.339
C -27.726 -10.078 -1.391 -0.817
C -19.157 -2.992 -10.494 -0.559
C -23.833 -4.852 -12.082 -0.547
C -25.158 -2.174 -6.773 -0.495
C -31.008 -8.633 -5.111 -0.614
C -20.899 -0.474 -10.410 -0.565
H -28.780 -13.301 -11.475 0.303
H -21.268 0.508 -10.707 0.362
H -21.291 -6.345 -9.945 0.012
H -27.773 -9.323 -5.072 0.191
H -27.092 -5.933 -5.899 0.182
H -18.761 -8.679 -10.873 0.291
H -27.638 -10.418 -8.803 0.256
H -24.578 -9.525 -9.006 0.307
H -27.255 -12.687 -9.633 0.512
H -27.769 -6.090 -8.181 0.422
H -30.475 -7.852 -7.058 0.330
H -21.684 -0.872 -9.767 0.055
H -28.038 -11.067 -13.074 0.247
H -27.512 -10.567 -6.262 0.435
H -28.734 -9.477 -9.795 0.363
H -27.809 -4.183 -10.048 0.407
H -26.018 -8.096 -16.789 0.420
H -23.344 -6.738 -8.780 0.032
H -25.689 -6.896 -6.204 0.484
H -25.813 -8.310 -1.332 0.504
H -23.470 -3.246 -7.771 0.451
H -26.295 -11.912 -10.989 0.305
H -19.174 -4.071 -10.339 0.366
H -19.315 -2.510 -9.529 0.331
H -27.232 -7.630 -2.175 0.309
H -27.368 0.088 -15.877 0.295
H -23.615 -2.714 -16.592 0.388
H -24.213 -4.981 -13.095 0.168
H -22.678 -1.467 -5.135 0.307
H -27.243 -6.344 -12.238 0.601
H -25.198 -0.961 -9.642 0.425
H -33.652 -8.366 -4.712 0.297
H -25.481 -8.727 -4.187 0.259
H -23.069 -5.615 -11.932 0.125
H -24.823 -7.305 -3.287 0.470
H -25.601 -1.181 -6.845 0.487
H -16.740 -2.397 -9.491 0.328
H -23.933 -1.542 -3.909 0.285
H -16.740 -3.934 -10.105 0.297
H -25.965 -2.907 -6.797 0.251
H -19.413 -7.148 -11.176 0.242
H -26.091 -6.710 -8.577 0.139
H -26.314 1.286 -16.577 0.318
H -20.810 -7.089 -8.411 0.398
H -33.986 -9.868 -5.584 0.245
H -29.315 -7.410 -5.786 0.120
H -23.759 -0.309 -10.228 0.234
H -24.882 -8.367 -7.665 0.099
H -24.239 -10.029 -7.317 0.356
H -28.560 -9.388 -1.258 0.317
H -25.681 -3.116 -10.785 -0.152
H -25.364 -9.334 -14.736 0.520
H -24.392 -0.569 -17.231 0.320
H -26.905 -11.639 -14.447 0.216
H -23.502 0.058 -14.163 0.315
H -25.797 -1.595 -16.749 0.370
H -22.341 -0.923 -13.240 0.065
H -23.377 -3.868 -11.969 0.161
H -24.099 -0.370 -5.184 0.348
H -31.209 -7.695 -4.594 0.390
H -24.601 -2.927 -15.102 0.059
H -27.122 -8.863 -6.576 -0.034
H -24.558 -2.935 -8.912 -0.770
H -27.141 -9.489 -10.361 -0.093
H -27.114 -14.123 -11.382 0.325
H -27.286 -10.030 -0.395 0.346
H -23.357 -7.978 -9.895 0.251
H -18.846 -7.659 -9.482 0.295
H -15.970 -2.690 -11.072 0.276
H -27.120 -5.775 -16.506 0.490
H -23.995 -1.486 -13.395 0.143
H -27.529 -7.712 -8.805 -0.457
H -19.983 -0.231 -9.872 0.344
H -21.312 -2.980 -10.728 -0.062
H -25.572 -5.728 -5.014 0.545
H -26.294 -4.251 -12.076 -0.020
H -26.605 1.405 -14.802 0.208
H -20.385 -3.230 -12.197 0.365
H -32.959 -9.998 -4.171 0.303
H -28.478 -12.179 -14.331 0.316
H -26.440 -4.358 -9.037 -0.022
H -30.632 -9.418 -4.454 0.351
H -26.137 -8.629 -12.460 0.540
H -24.615 0.512 -8.874 0.301
H -28.106 -11.099 -1.420 0.279
```

The calculation puts the frontier orbital gap (alpha / beta) at 8.3 / 2.0 eV. The LUMO energy (alpha / beta) is -2.5 / -8.9 eV. The spin multiplicity is 2. The HOMO energy (alpha / beta) comes out at -10.853 / -10.853 eV. The value obtained for the total energy is -79102.5649 eV. Its total charge is +1.